# C2H4N2OS2

One molecule with the formula C2H4N2OS2 at a distorted geometry (ωB97M-V/def2-TZVPD, OMol25).

```
11
Properties=species:S:1:pos:R:3:lowdin_charge:R:1
C 0.82500 -0.06894 -0.12789 -1.1748
C -2.86382 -0.45921 -0.51860 -0.1370
H 0.16918 2.01568 1.27521 0.1459
H 1.47804 1.75611 -0.56059 0.0985
H -3.10317 -1.08188 0.39626 0.0610
H -3.59139 -0.07454 -1.33646 0.1039
N 0.67032 1.23990 -0.35425 -0.1662
N -1.61706 -0.12114 -0.54767 -0.3840
O -0.32400 1.93169 0.38002 -0.1026
S 2.30257 -0.65671 -0.21234 0.6590
S -0.64636 -0.76399 0.67345 0.8964
```

LUMO level = 0.16 eV
HOMO = -8.65 eV
2S+1 = 1
relative energy (zero: lowest compared OMol25 entry of this formula, charge and spin) = 3.9934 eV
energy = -28833.0898 eV
gap between HOMO and LUMO = 8.81 eV

# C2H11O4

A 4-piece molecular cluster, C2H11O4 overall at a distorted geometry (ωB97M-V/def2-TZVPD, OMol25).

```
17
Properties=species:S:1:pos:R:3:lowdin_charge:R:1
C -0.25197 -0.85956 0.78287 -0.4723
O -0.35295 0.13333 -0.17992 -0.3798
C 1.11405 -0.88008 1.52598 -0.1273
H -1.12578 -0.96757 1.43116 0.0845
H -0.20601 -1.84788 0.24670 0.0785
H 1.66687 -1.80007 1.33614 0.0418
H 1.76139 -0.05810 1.24091 0.0561
H 0.98200 -0.96284 2.61929 0.0551
H -0.10825 1.32728 1.33646 -0.0087
H 0.49004 2.66852 1.04485 0.0168
O 0.16055 2.16164 1.78978 -0.1064
H 1.65205 -0.79881 -1.77774 0.0059
H 0.96293 0.43093 -1.28727 -0.0053
O 1.78682 0.15431 -1.77554 -0.1336
H -1.62600 -0.56468 -1.46883 0.0039
H -2.28702 -1.17441 -2.71561 0.0015
O -2.50606 -0.69307 -1.91519 -0.1106
```

LUMO level = 4.02 eV
HOMO = -3.92 eV
2S+1 = 1
relative energy (zero: lowest compared OMol25 entry of this formula, charge and spin) = 0.7126 eV
energy = -10443.1763 eV
gap between HOMO and LUMO = 7.95 eV
net charge = -1

# C6H12FeO9

C6H12FeO9 as an isolated structure at a distorted geometry (ωB97M-V/def2-TZVPD, OMol25).

```
28
Properties=species:S:1:pos:R:3:lowdin_charge:R:1
Fe -0.26233 0.07648 -1.60840 0.7400
C 1.71650 0.36427 3.24880 -0.0076
C 0.74258 -0.17713 4.15317 -0.3797
C -0.77642 -0.13401 3.69578 -0.3499
O -1.63370 -0.37940 4.51205 0.0647
C -1.01110 0.18930 2.29998 0.0059
C -0.01667 0.59638 1.47048 -0.3565
C 1.39093 0.73426 1.95013 -0.4216
O 2.28216 1.25354 1.20583 -0.0846
O -0.27790 0.89077 0.23147 -0.1637
O 0.98270 -0.68377 5.24072 0.0179
H 2.74950 0.41963 3.55972 0.1023
H -2.00958 -0.00592 1.91687 0.0949
O 0.29896 -1.84301 -0.91969 -0.0299
H -0.03516 -2.13667 -0.05989 0.1033
H 1.02494 -2.44124 -1.12467 0.0935
O 1.78497 0.52634 -1.87057 -0.0514
H 2.39636 0.11335 -2.48766 0.0765
H 2.34030 1.03352 -1.24812 0.0886
O -2.36469 -0.49922 -1.51431 -0.0325
H -2.81488 -0.58913 -0.66369 0.0934
H -3.06922 -0.44374 -2.16818 0.0834
O -0.84653 1.81015 -2.57677 -0.0277
H -0.43471 2.66489 -2.74583 0.1041
H -1.76253 1.91148 -2.85638 0.0860
O -0.23105 -0.83764 -3.59324 -0.0314
H -0.16646 -1.80000 -3.54700 0.0857
H 0.00302 -0.61349 -4.50060 0.0962
```

LUMO level (alpha / beta) = -1.60 / -1.60 eV
HOMO (alpha / beta) = -5.70 / -5.70 eV
2S+1 = 5
relative energy (zero: lowest compared OMol25 entry of this formula, charge and spin) = 0.0000 eV
expectation value of S² = 6.008
energy = -59229.8635 eV
gap between HOMO and LUMO (alpha / beta) = 4.10 / 4.10 eV